This record from OMol25 describes a cluster of 2 separate species, CH6N3S in total at a distorted geometry. The level of theory is ωB97M-V/def2-TZVPD.

As for the relative energy (zero: lowest compared OMol25 entry of this formula, charge and spin): 0.328 eV. The net charge is -1. Its HOMO energy is -3.132 eV. For the LUMO energy, the calculation gives 4.093 eV. The calculation puts the HOMO-LUMO gap at 0.2655 Eh.

Geometry as XYZ:
```
11
Properties=species:S:1:pos:R:3:forces:R:3
S 2.8682 0.5685 0.5135 0.571 0.108 0.086
H 3.3557 1.0922 1.6528 -0.055 -0.059 -0.051
N -0.2084 0.7329 0.3369 0.291 0.119 -0.095
C -0.6084 -0.4055 -0.3250 0.532 0.268 -0.053
N -2.0020 -0.4991 -0.4841 -0.224 -0.273 0.307
N 0.1412 -1.3140 -0.8183 -0.344 -0.050 -0.362
H 0.8401 0.8364 0.5236 -0.974 -0.258 -0.090
H -0.8266 1.0185 1.0788 0.017 0.056 0.022
H -2.4374 0.3628 -0.7685 0.072 0.104 -0.013
H -2.2402 -1.2662 -1.0935 0.068 0.004 -0.058
H 1.1178 -1.1265 -0.6161 0.045 -0.020 0.306
```
Positions in Å, forces in eV/Å.



This record from OMol25 describes a cluster of 2 separate species, CH6N3S in total at a distorted geometry. The level of theory is ωB97M-V/def2-TZVPD.

As for the relative energy (zero: lowest compared OMol25 entry of this formula, charge and spin): 2.031 eV. The net charge is +1. Its HOMO energy is -14.821 eV. For the LUMO energy, the calculation gives -4.654 eV. The calculation puts the HOMO-LUMO gap at 0.3736 Eh.

Geometry as XYZ:
```
11
Properties=species:S:1:pos:R:3:forces:R:3
C -1.7467 0.4841 0.3191 -1.718 -0.429 0.556
N -0.8883 1.3207 0.0987 1.128 -1.877 -0.286
N 0.6230 -1.3939 -0.0078 1.239 2.391 1.611
N 1.2626 -0.0794 -0.1355 0.597 1.287 0.627
S -2.8004 -0.5863 0.6564 0.198 0.206 -0.140
H -1.0457 2.2674 0.0314 -0.548 2.648 -0.155
H 1.8861 0.2278 -0.8776 -0.526 -1.191 -1.523
H 0.6420 -1.9307 -0.8188 -0.004 -0.752 -1.889
H -0.2904 -1.1003 0.2746 -0.570 -0.878 -0.088
H 1.9955 0.0104 0.5830 -0.984 -0.149 0.695
H 0.3624 0.7801 -0.1234 1.190 -1.258 0.590
```
Positions in Å, forces in eV/Å.



This record from OMol25 describes an isolated molecule of CH6N4O at a distorted geometry. The level of theory is ωB97M-V/def2-TZVPD.

As for the relative energy (zero: lowest compared OMol25 entry of this formula, charge and spin): 5.214 eV. As for the SMILES: [H]/N=[N+](\[O-])C(N)N. Its HOMO energy (spin up / spin down) is -9.592 / -9.593 eV. For the LUMO energy (spin up / spin down), the calculation gives 0.024 / 0.025 eV. The calculation puts the HOMO-LUMO gap (spin up / spin down) at 0.3534 / 0.3534 Eh.

Geometry as XYZ:
```
12
Properties=species:S:1:pos:R:3:forces:R:3
C 0.4968 -0.2789 -0.4079 0.024 4.544 1.331
N -1.6850 0.6106 0.4162 0.301 1.053 -0.349
N 0.6854 0.9075 -1.2572 -0.020 -2.902 0.243
N 1.3973 -0.2027 0.7253 -0.621 0.300 -1.157
N -0.9695 -0.3397 0.1991 -0.982 -6.430 1.457
O -1.2109 -1.8829 0.5639 0.533 5.867 -1.202
H 0.5859 -1.1905 -0.8912 -0.074 -1.467 -1.183
H -2.6149 0.5233 0.8878 1.084 -1.168 -0.381
H -0.0615 1.0144 -1.8925 -0.856 0.002 -0.955
H 0.8282 1.7757 -0.8207 0.327 0.829 1.234
H 0.9057 0.1916 1.5034 -0.017 0.347 0.496
H 1.6425 -1.1285 0.9737 0.301 -0.974 0.467
```
Positions in Å, forces in eV/Å.



This record from OMol25 describes a structure of composition CH6N4O2 at a distorted geometry. The level of theory is ωB97M-V/def2-TZVPD.

As for the relative energy (zero: lowest compared OMol25 entry of this formula, charge and spin): 3.430 eV. Its HOMO energy (spin up / spin down) is -8.924 / -8.924 eV. For the LUMO energy (spin up / spin down), the calculation gives 0.625 / 0.625 eV. The calculation puts the HOMO-LUMO gap (spin up / spin down) at 0.3509 / 0.3509 Eh.

Geometry as XYZ:
```
13
Properties=species:S:1:pos:R:3:forces:R:3
C 1.7585 0.0195 -1.2272 -0.051 -0.470 0.045
N 2.6645 1.0338 -1.2145 0.214 0.293 0.014
N 0.4545 0.5014 -1.1809 -0.049 1.289 -0.454
N -0.5576 -0.9413 0.3781 -0.178 -0.849 0.467
N -0.4854 -0.1331 -0.5961 0.293 -0.587 0.587
O 0.6630 -1.2438 0.9521 -0.230 0.786 -0.810
O 2.0493 -1.1475 -1.3655 0.202 -0.312 -0.038
H 2.3446 1.9841 -1.2725 -0.063 -0.060 0.008
H 3.5995 0.8320 -1.5220 -0.053 -0.097 0.012
H 0.4874 -1.9932 1.5372 -0.323 0.177 -0.147
H -2.6956 -0.4546 1.0991 -1.087 0.394 0.656
H -1.4294 0.1227 -0.9154 0.400 -0.196 0.238
H -3.3418 -0.1890 1.4479 0.925 -0.367 -0.579
```
Positions in Å, forces in eV/Å.



This record from OMol25 describes an isolated molecule of CH6N4O2 at a distorted geometry. The level of theory is ωB97M-V/def2-TZVPD.

As for the relative energy (zero: lowest compared OMol25 entry of this formula, charge and spin): 4.580 eV. As for the SMILES: NN=C(NO)NO. Its HOMO energy is -8.848 eV. For the LUMO energy, the calculation gives 0.683 eV. The calculation puts the HOMO-LUMO gap at 0.3502 Eh.

Geometry as XYZ:
```
13
Properties=species:S:1:pos:R:3:forces:R:3
C -0.2061 -0.3614 -0.2178 -3.364 2.678 -0.397
H 2.4486 -0.7046 -0.8605 -0.462 0.296 -0.358
H 2.5866 -1.0484 0.6059 0.232 0.028 0.871
H -1.8409 -1.7423 0.2057 1.393 1.275 -0.690
H -2.3010 0.4739 1.0874 -0.211 -1.275 -2.116
H -1.2771 1.3963 -0.3639 2.795 -1.156 -1.148
H 1.5139 1.4183 -0.0918 -2.446 1.205 1.545
N 2.0115 -0.4591 0.0318 1.343 -0.060 -0.920
N 0.7492 -1.0741 0.0884 0.943 -1.829 0.670
N -1.5283 -0.8368 -0.2341 -0.693 -1.942 0.615
N -0.2760 1.0128 -0.6248 -0.991 0.970 1.512
O -2.4649 0.1198 0.1273 -0.957 1.255 2.303
O 0.5845 1.8055 0.2464 2.419 -1.443 -1.889
```
Positions in Å, forces in eV/Å.



This record from OMol25 describes an isolated molecule of CH6N4O2 at a distorted geometry. The level of theory is ωB97M-V/def2-TZVPD.

As for the relative energy (zero: lowest compared OMol25 entry of this formula, charge and spin): 4.966 eV. As for the SMILES: NN/C(=N\O)NO. Its HOMO energy is -9.340 eV. For the LUMO energy, the calculation gives 0.659 eV. The calculation puts the HOMO-LUMO gap at 0.3675 Eh.

Geometry as XYZ:
```
13
Properties=species:S:1:pos:R:3:forces:R:3
C 0.0684 0.0086 0.2979 -1.809 1.403 -0.969
H -1.1217 -1.2293 -1.6090 3.049 1.980 -1.342
H 0.1891 -0.8166 -2.9114 -1.202 0.651 3.520
H 1.0786 -1.3187 -0.6644 0.612 0.161 0.263
H -1.0754 1.2394 1.2818 -0.971 -1.967 -2.418
H -1.1345 1.6792 -1.3617 0.415 1.043 0.978
H 1.2732 -1.7530 2.4651 0.135 1.405 -3.433
N -0.2706 -0.5281 -1.9268 -1.466 -1.779 -1.299
N 0.7079 -0.3905 -0.8426 -1.200 -1.427 -1.682
N -1.1699 0.7441 0.2802 1.722 3.819 2.032
N 0.3313 -0.2750 1.4770 2.469 -2.806 2.403
O -0.9347 2.0565 -0.4562 -0.725 -2.557 -1.442
O 1.3334 -1.3949 1.4685 -1.029 0.074 3.389
```
Positions in Å, forces in eV/Å.



This record from OMol25 describes the ion CH6N6 with charge +2 at a distorted geometry. The level of theory is ωB97M-V/def2-TZVPD.

As for the relative energy (zero: lowest compared OMol25 entry of this formula, charge and spin): 1.546 eV. As for the SMILES: N#[N+]/N=C\N(N)[NH3+]. The net charge is +2. Its HOMO energy (spin up / spin down) is -19.580 / -19.580 eV. For the LUMO energy (spin up / spin down), the calculation gives -10.639 / -10.639 eV. The calculation puts the HOMO-LUMO gap (spin up / spin down) at 0.3286 / 0.3286 Eh.

Geometry as XYZ:
```
13
Properties=species:S:1:pos:R:3:forces:R:3
C -1.4598 -1.0294 -0.1122 -5.995 -0.310 0.713
N -3.0260 -0.9527 0.0687 7.809 -3.969 -0.581
N -3.8054 -0.0068 0.0396 -1.131 2.306 -1.039
N -4.7110 0.6139 -0.1352 0.286 0.234 0.554
N -1.0146 1.2096 0.2036 -0.510 2.231 1.986
N -0.6360 -0.0445 0.1941 1.745 -1.596 -2.659
N 0.8933 -0.4199 -0.2161 -0.392 2.411 0.337
H -1.1151 -2.0867 -0.3632 -0.661 1.455 0.656
H -1.2491 1.4715 1.1735 0.465 0.514 -0.558
H -0.5924 1.9684 -0.3688 -0.329 -1.082 0.097
H 1.6536 0.0980 0.2661 -0.800 1.369 0.005
H 1.0665 -0.3126 -1.2353 -0.313 -0.531 0.380
H 1.1610 -1.2572 0.2132 -0.175 -3.033 0.109
```
Positions in Å, forces in eV/Å.



This record from OMol25 describes a cluster of 3 separate species, CH6NO4 in total at a distorted geometry. The level of theory is ωB97M-V/def2-TZVPD.

As for the relative energy (zero: lowest compared OMol25 entry of this formula, charge and spin): 0.617 eV. The net charge is -1. Its HOMO energy is -4.305 eV. For the LUMO energy, the calculation gives 4.093 eV. The calculation puts the HOMO-LUMO gap at 0.3086 Eh.

Geometry as XYZ:
```
12
Properties=species:S:1:pos:R:3:forces:R:3
N 1.7981 -1.1382 -0.1663 0.589 -0.780 -1.018
C 1.2034 -0.2325 0.7365 -0.637 -0.207 1.192
O 0.4607 0.6260 0.1923 -0.829 0.594 -0.592
O 1.3900 -0.3319 1.9638 0.743 -0.226 -0.331
H 1.1965 -1.5924 -0.8393 -0.286 0.760 -0.113
H 2.4904 -1.8087 0.1123 -0.030 0.138 0.964
H -1.2612 1.3836 0.3902 0.312 0.170 -0.037
H -1.8429 1.9679 1.6044 -0.230 0.136 -0.291
O -2.0240 1.9368 0.6522 0.143 -0.200 0.502
H -1.5871 -0.0720 -2.1108 0.044 -0.842 -0.371
H -0.7924 -0.0330 -0.9151 1.049 -1.317 -0.117
O -1.0315 -0.7057 -1.6201 -0.868 1.775 0.211
```
Positions in Å, forces in eV/Å.



This record from OMol25 describes a cluster of 2 separate species, CH6NOS in total at a distorted geometry. The level of theory is ωB97M-V/def2-TZVPD.

Its expectation value of S² is 0.753. As for the relative energy (zero: lowest compared OMol25 entry of this formula, charge and spin): 0.346 eV. The spin multiplicity is 2. Its HOMO energy (spin up / spin down) is -9.228 / -9.226 eV. For the LUMO energy (spin up / spin down), the calculation gives 0.670 / -3.044 eV. The calculation puts the HOMO-LUMO gap (spin up / spin down) at 0.3638 / 0.2272 Eh.

Geometry as XYZ:
```
10
Properties=species:S:1:pos:R:3:forces:R:3
S -1.8210 -1.1726 -0.5222 -0.117 -0.086 -0.040
H -2.7055 -1.1119 0.4881 0.043 0.021 -0.012
N 1.1618 0.0559 1.2636 -0.200 -0.555 0.298
C 1.6522 1.0255 0.3194 0.167 0.914 -0.701
O 0.8520 1.1030 -0.8520 -0.338 -0.563 0.101
H 0.1886 -0.1593 1.1001 -0.095 0.018 -0.104
H 1.2098 0.3548 2.2266 0.240 0.211 -0.007
H 2.6601 0.7674 -0.0286 -0.053 -0.007 0.271
H 1.6581 2.0542 0.7008 0.254 -0.138 0.393
H 0.0738 0.5471 -0.7076 0.100 0.184 -0.200
```
Positions in Å, forces in eV/Å.



This record from OMol25 describes a cluster of 2 separate species, CH6NPS in total at a distorted geometry. The level of theory is ωB97M-V/def2-TZVPD.

As for the relative energy (zero: lowest compared OMol25 entry of this formula, charge and spin): 3.430 eV. As for the SMILES: C=P.NS. Its HOMO energy is -9.014 eV. For the LUMO energy, the calculation gives 0.063 eV. The calculation puts the HOMO-LUMO gap at 0.3336 Eh.

Geometry as XYZ:
```
10
Properties=species:S:1:pos:R:3:forces:R:3
C -1.7858 -0.4197 0.0216 -1.366 -2.349 2.618
N 2.7305 0.3286 -0.1764 -2.330 -0.321 -2.107
P -3.3670 0.1470 0.1609 1.415 0.095 -1.105
S 1.1031 -0.0444 0.4229 0.380 -1.713 -2.025
H -1.1509 -0.0947 -0.7529 0.594 0.022 -0.639
H -1.4006 -1.2791 0.7619 -0.739 2.197 -1.743
H 2.6121 -0.1705 -1.1019 1.205 0.701 1.284
H 3.2227 -0.2216 0.4658 1.758 -1.143 0.372
H -3.1686 0.9068 -1.0745 -0.592 -0.070 0.764
H 1.2045 0.8477 1.2726 -0.325 2.579 2.581
```
Positions in Å, forces in eV/Å.